C18H19BCl2F19NOP | the ωB97M-V functional and the def2-TZVPD basis

Geometry (Å):
N: 0.180 -1.842 1.709
B: 0.898 -0.618 1.628
O: 0.674 0.395 2.513
P: 2.210 -0.321 0.193
C: 3.794 -0.005 1.077
C: 4.517 -1.295 1.451
C: 3.788 -2.046 2.523
F: 3.398 -3.302 2.216
C: 3.525 -1.543 3.736
F: 4.289 -0.655 4.342
F: 2.456 -1.895 4.432
C: 2.248 -1.846 -0.799
C: 3.346 -1.905 -1.876
C: 3.313 -3.267 -2.504
F: 4.367 -4.089 -2.307
C: 2.262 -3.729 -3.224
F: 1.745 -3.068 -4.251
F: 1.637 -4.869 -2.991
C: 1.855 1.175 -0.786
C: 0.595 1.093 -1.670
C: -0.595 1.817 -1.067
F: -0.463 3.121 -1.412
F: -0.601 1.790 0.283
C: -1.972 1.376 -1.617
F: -1.828 1.308 -2.954
F: -2.877 2.321 -1.366
C: -2.469 -0.024 -1.128
F: -3.053 -0.624 -2.174
F: -1.448 -0.817 -0.743
C: -3.528 0.040 -0.002
F: -4.691 0.478 -0.492
F: -3.143 0.932 0.934
C: -3.795 -1.298 0.753
F: -2.766 -1.626 1.545
F: -4.835 -1.042 1.566
C: -4.217 -2.519 -0.107
F: -5.212 -2.210 -0.928
F: -4.662 -3.453 0.742
F: -3.188 -3.041 -0.771
H: -0.439 -1.788 2.513
H: 0.823 -2.617 1.858
H: 1.222 1.155 2.299
H: 4.397 0.657 0.456
H: 3.529 0.583 1.953
H: 5.485 -1.001 1.860
H: 4.738 -1.918 0.593
H: 1.261 -2.037 -1.214
H: 2.432 -2.654 -0.088
H: 3.122 -1.176 -2.657
H: 4.348 -1.763 -1.485
H: 1.808 2.013 -0.090
H: 2.707 1.382 -1.429
H: 0.382 0.069 -1.961
H: 0.821 1.619 -2.590
Cl: -3.776 6.565 -1.397
C: -3.694 5.278 -0.170
C: -4.466 5.626 1.077
Cl: -3.709 6.959 1.983
H: -2.646 5.092 0.051
H: -4.116 4.383 -0.623
H: -4.494 4.764 1.743
H: -5.488 5.913 0.844

Output
- total energy (eV) = -109147.380
- net charge = +1
- maximum force (eV/Å) = 1.56

C34H36Cl5EuN7O2 | the ωB97M-V functional and the def2-TZVPD basis

Geometry (Å):
Eu: 0.105 0.152 0.123
C: -2.059 -2.018 -1.431
C: -3.229 -1.801 -0.462
C: -3.606 -0.377 -0.149
C: -4.947 -0.001 -0.134
C: -5.281 1.279 0.268
C: -4.271 2.150 0.639
C: -2.966 1.701 0.569
N: -2.635 0.469 0.184
N: -0.768 -2.327 -0.779
C: 0.246 -2.713 -1.769
C: 0.588 -1.736 -2.865
C: 1.279 -2.231 -3.971
C: 1.624 -1.368 -4.988
C: 1.240 -0.037 -4.888
C: 0.557 0.362 -3.757
N: 0.255 -0.458 -2.747
C: -0.906 -3.470 0.143
C: -0.824 -3.164 1.617
C: -1.489 -3.974 2.533
C: -1.266 -3.774 3.882
C: -0.392 -2.773 4.278
C: 0.198 -1.996 3.296
N: -0.012 -2.181 1.992
H: -1.921 -1.130 -2.055
H: -2.312 -2.850 -2.108
H: -3.035 -2.295 0.494
H: -4.111 -2.301 -0.870
H: -5.705 -0.714 -0.423
H: -6.316 1.591 0.295
H: -4.480 3.153 0.977
H: -2.146 2.351 0.854
H: -0.066 -3.642 -2.277
H: 1.169 -2.930 -1.223
H: 1.535 -3.281 -4.018
H: 2.171 -1.726 -5.848
H: 1.457 0.677 -5.667
H: 0.234 1.386 -3.650
H: -0.093 -4.175 -0.060
H: -1.828 -4.025 -0.068
H: -2.160 -4.747 2.184
H: -1.770 -4.385 4.618
H: -0.187 -2.571 5.318
H: 0.856 -1.176 3.554
Cl: -2.770 -0.529 3.200
C: -1.596 0.775 3.513
C: -0.582 0.980 2.603
C: 0.254 2.018 2.945
Cl: 1.613 2.394 1.836
C: 0.144 2.819 4.085
Cl: 1.253 4.101 4.430
C: -0.902 2.553 4.967
Cl: -1.092 3.497 6.398
C: -1.789 1.511 4.676
Cl: -3.083 1.184 5.781
C: 3.315 -1.209 1.863
C: 3.521 -1.005 0.356
C: 3.650 -2.376 -0.323
C: 4.839 -0.237 0.145
O: 2.422 -0.331 -0.186
H: 4.179 -1.671 2.343
H: 2.445 -1.849 2.036
H: 3.132 -0.245 2.340
H: 4.537 -2.925 -0.004
H: 3.692 -2.247 -1.405
H: 2.780 -2.991 -0.077
H: 5.687 -0.793 0.546
H: 4.808 0.725 0.657
H: 5.025 -0.067 -0.917
C: -1.408 4.771 -2.831
N: -0.182 4.128 -2.396
C: 1.028 4.724 -2.539
C: 2.168 4.130 -2.139
C: 2.033 2.841 -1.517
N: 0.843 2.296 -1.306
C: -0.284 2.865 -1.786
O: -1.379 2.321 -1.723
N: 3.079 2.139 -1.117
H: -1.149 5.585 -3.505
H: -1.965 5.161 -1.979
H: -2.033 4.044 -3.345
H: 1.015 5.701 -3.007
H: 3.125 4.606 -2.270
H: 4.005 2.509 -1.236
H: 2.890 1.172 -0.721

Output
- 2S+1 = 8
- <S²> = 15.759
- total energy (eV) = -132312.650
- maximum force (eV/Å) = 0.63
- energy relative to the best compared isomer or geometry (same formula, charge and spin) (eV) = 0.340

C8H6InO8S | the ωB97M-V functional and the def2-TZVPD basis

Geometry (Å):
In: -4.617 2.466 -0.886
C: -1.685 -0.194 4.444
C: -2.120 0.197 3.150
C: -1.463 -0.605 1.847
O: -1.923 -0.307 0.737
C: -0.323 -1.447 2.088
C: 0.194 -1.556 3.403
C: -0.651 -1.042 4.605
O: -0.503 -1.457 5.822
O: 1.295 -2.171 3.485
O: -2.936 1.111 2.854
H: -2.246 0.274 5.240
H: 0.258 -1.873 1.283
C: 1.892 -0.549 -3.644
C: 2.330 0.604 -2.661
O: 1.782 1.788 -3.174
S: 0.479 1.610 -4.066
O: 0.540 2.558 -5.224
O: -0.802 1.628 -3.337
O: 0.874 0.011 -4.466
H: 1.605 -1.338 -2.949
H: 2.714 -0.857 -4.290
H: 3.417 0.648 -2.590
H: 1.886 0.501 -1.671

Output
- total energy (eV) = -40767.432
- net charge = +1
- maximum force (eV/Å) = 6.66
- energy relative to the best compared isomer or geometry (same formula, charge and spin) (eV) = 1.075

C9H18InO9 | the ωB97M-V functional and the def2-TZVPD basis

Geometry (Å):
In: 10.403 8.294 -36.751
C: 9.412 3.460 -37.157
O: 8.455 3.869 -38.161
C: 8.364 5.190 -38.511
O: 8.868 6.186 -37.952
O: 7.551 5.344 -39.635
C: 7.349 6.611 -40.233
H: 8.946 3.435 -36.172
H: 10.330 4.020 -37.335
H: 9.729 2.445 -37.400
H: 6.885 6.532 -41.216
H: 8.251 7.223 -40.240
H: 6.521 7.010 -39.648
C: 6.303 10.943 -37.882
O: 5.652 9.805 -37.306
C: 6.301 8.654 -37.285
O: 7.499 8.475 -37.429
O: 5.479 7.724 -36.733
C: 5.838 6.365 -36.479
H: 6.895 11.523 -37.174
H: 5.617 11.607 -38.409
H: 7.095 10.702 -38.590
H: 5.836 5.933 -37.481
H: 5.043 5.813 -35.977
H: 6.845 6.208 -36.093
C: 12.297 4.297 -35.148
O: 12.637 4.957 -33.885
C: 12.697 6.366 -33.862
O: 12.273 7.055 -34.808
O: 12.894 6.809 -32.596
C: 13.698 6.078 -31.641
H: 11.731 3.418 -34.838
H: 13.185 4.113 -35.752
H: 11.596 4.913 -35.712
H: 13.194 5.204 -31.226
H: 13.783 6.830 -30.857
H: 14.681 5.908 -32.078

Output
- 2S+1 = 2
- <S²> = 1.791
- total energy (eV) = -33170.297
- net charge = +4
- maximum force (eV/Å) = 6.35

C33H54Cl2FI2N2OReSSbSi3 | the ωB97M-V functional and the def2-TZVPD basis

Geometry (Å):
Re: 1.095 -0.147 0.998
I: -2.827 -2.197 -1.323
C: -1.068 -3.292 -1.711
I: 0.763 -2.270 -1.337
H: -1.049 -3.550 -2.763
H: -1.073 -4.175 -1.087
C: -3.448 1.841 2.314
Sb: -2.505 3.090 0.880
C: 0.913 1.502 1.865
C: 1.048 2.810 1.137
C: 1.067 4.030 1.823
C: 1.136 5.226 1.131
C: 1.168 5.197 -0.252
C: 1.139 3.955 -0.863
N: 1.081 2.797 -0.210
Si: 0.875 1.631 3.791
C: 2.535 2.369 4.266
C: 0.659 0.044 4.770
C: -0.574 2.689 4.372
C: -3.997 3.385 -0.670
C: -3.140 2.611 -1.606
C: -3.200 2.505 -2.991
C: -2.287 1.689 -3.633
C: -1.313 1.008 -2.901
C: -1.274 1.172 -1.537
N: -2.179 1.938 -0.919
Si: -5.671 2.454 -0.524
C: -6.675 3.221 0.844
C: -5.332 0.619 -0.241
C: -6.594 2.540 -2.143
Si: -4.072 5.287 -0.942
C: -5.320 5.839 -2.203
C: -4.480 6.042 0.720
C: -2.348 5.818 -1.462
H: -2.696 1.410 2.971
H: -4.108 1.077 1.923
H: -4.032 2.557 2.902
H: 1.032 4.058 2.900
H: 1.157 6.165 1.668
H: 1.216 6.099 -0.846
H: 1.162 3.897 -1.948
H: 3.307 2.144 3.527
H: 2.860 1.952 5.221
H: 2.495 3.453 4.380
H: -0.173 -0.573 4.431
H: 0.417 0.364 5.788
H: 1.549 -0.578 4.840
H: -0.943 3.438 3.670
H: -0.270 3.219 5.279
H: -1.412 2.047 4.654
H: -3.951 3.055 -3.540
H: -2.329 1.579 -4.709
H: -0.607 0.346 -3.380
H: -0.516 0.677 -0.935
H: -6.093 3.432 1.744
H: -7.491 2.554 1.131
H: -7.129 4.158 0.514
H: -4.277 0.382 -0.095
H: -5.674 0.064 -1.118
H: -5.884 0.233 0.619
H: -6.762 3.545 -2.523
H: -7.577 2.084 -1.989
H: -6.098 1.954 -2.920
H: -6.336 5.533 -1.953
H: -5.092 5.487 -3.211
H: -5.314 6.932 -2.235
H: -5.534 5.933 0.980
H: -4.258 7.111 0.697
H: -3.894 5.630 1.549
H: -1.838 5.079 -2.086
H: -1.711 6.014 -0.596
H: -2.400 6.743 -2.040
Cl: -0.555 -3.856 1.948
C: -1.250 -2.511 2.783
Cl: -0.961 -0.878 1.969
H: -0.820 -2.417 3.774
H: -2.332 -2.582 2.796
C: 2.582 1.091 -2.859
S: 3.320 1.130 -1.239
C: 4.842 0.296 -1.629
O: 2.567 0.033 -0.462
H: 3.168 1.725 -3.524
H: 1.572 1.474 -2.753
H: 2.576 0.061 -3.215
H: 5.396 0.917 -2.334
H: 4.626 -0.683 -2.055
H: 5.412 0.203 -0.707
F: 3.467 -6.232 1.339
C: 3.305 -4.916 1.523
C: 3.872 -4.039 0.619
C: 3.695 -2.680 0.826
C: 2.955 -2.194 1.906
C: 2.778 -0.726 2.111
C: 2.410 -3.119 2.798
C: 2.586 -4.480 2.622
H: 4.452 -4.426 -0.208
H: 4.151 -1.976 0.141
H: 3.622 -0.182 1.677
H: 2.718 -0.461 3.160
H: 1.859 -2.765 3.663
H: 2.185 -5.204 3.319

Output
- 2S+1 = 2
- <S²> = 0.796
- total energy (eV) = -127210.659
- net charge = +2
- maximum force (eV/Å) = 0.66
- energy relative to the best compared isomer or geometry (same formula, charge and spin) (eV) = 1.582

C2N4O5 | the ωB97M-V functional and the def2-TZVPD basis

Geometry (Å):
O: -1.941 1.181 1.046
N: -1.604 0.159 0.544
C: -0.546 -0.034 -0.255
N: -0.044 -1.374 -0.470
N: 0.698 -1.386 -1.447
O: 0.853 -0.338 -2.079
N: 0.042 0.792 -1.176
O: -0.194 1.867 -1.694
O: 0.006 -0.542 2.479
C: 0.900 -0.303 1.834
O: 1.829 -0.022 1.217

Output
- total energy (eV) = -18263.390
- SMILES = O=Nc1nno[n+]1[O-].O=C=O
- maximum force (eV/Å) = 4.48
- energy relative to the best compared isomer or geometry (same formula, charge and spin) (eV) = 0.934

C5H13NSi | the ωB97M-V functional and the def2-TZVPD basis

Geometry (Å):
C: -2.954 -1.086 0.284
C: -1.749 -1.484 0.578
Si: -0.498 -0.070 1.072
N: -1.484 0.928 2.100
C: 0.143 0.953 -0.435
C: 1.130 0.076 -1.165
C: 2.575 0.343 -0.847
H: -3.709 -1.834 0.149
H: -3.100 -0.028 0.211
H: -1.638 -2.615 0.451
H: 0.551 -0.743 1.724
H: -1.156 1.754 2.724
H: -2.121 0.440 2.582
H: -0.760 1.325 -0.928
H: 0.758 1.803 -0.139
H: 0.940 0.197 -2.274
H: 0.999 -0.984 -1.017
H: 3.186 -0.218 -1.613
H: 2.782 1.439 -0.745
H: 2.756 0.147 0.265

Output
- total energy (eV) = -14762.663
- SMILES = C=C[Si@H](N)CCC
- maximum force (eV/Å) = 5.15
- energy relative to the best compared isomer or geometry (same formula, charge and spin) (eV) = 1.397

C4H11IN | the ωB97M-V functional and the def2-TZVPD basis

Geometry (Å):
C: -0.748 0.488 -1.789
C: -0.346 -2.576 0.517
C: 1.182 2.748 1.544
C: -0.677 -0.418 -0.574
N: -0.218 -1.654 -0.662
I: 1.912 0.938 0.571
H: -0.714 1.654 -1.716
H: 0.120 0.265 -2.355
H: -1.587 0.186 -2.486
H: 0.221 -3.430 0.395
H: -0.013 -1.902 1.318
H: -1.419 -2.993 0.659
H: 1.501 2.478 2.618
H: 0.041 2.600 1.671
H: -1.140 -0.161 0.449
H: 1.495 3.676 1.186
H: 0.391 -1.898 -1.344

Output
- total energy (eV) = -13908.908
- net charge = +1
- maximum force (eV/Å) = 5.50
- energy relative to the best compared isomer or geometry (same formula, charge and spin) (eV) = 1.313

C25H24BeCl4NO2Si | the ωB97M-V functional and the def2-TZVPD basis

Geometry (Å):
Be: -0.691 -0.322 0.054
C: -0.116 -0.422 -1.642
Si: -0.734 1.090 -2.470
C: -1.738 1.991 -1.126
N: -1.142 1.659 0.185
C: -2.082 1.870 1.299
C: -2.368 3.344 1.580
C: -1.053 4.144 1.724
C: 0.164 3.220 1.664
C: 0.148 2.380 0.395
C: 0.609 2.222 -3.175
C: 1.796 1.659 -3.652
C: 2.785 2.442 -4.235
C: 2.608 3.814 -4.350
C: 1.437 4.395 -3.882
C: 0.452 3.604 -3.305
C: -1.964 0.802 -3.881
C: -1.833 1.375 -5.148
C: -2.760 1.124 -6.154
C: -3.841 0.290 -5.911
C: -3.990 -0.296 -4.659
C: -3.061 -0.041 -3.660
H: 0.977 -0.483 -1.696
H: -0.512 -1.306 -2.155
H: -2.743 1.554 -1.160
H: -1.857 3.075 -1.271
H: -1.661 1.403 2.192
H: -2.998 1.326 1.070
H: -2.964 3.402 2.494
H: -2.982 3.760 0.780
H: -1.046 4.708 2.658
H: -0.973 4.877 0.915
H: 0.198 2.569 2.542
H: 1.085 3.806 1.674
H: 0.961 1.651 0.432
H: 0.325 3.037 -0.462
H: 1.949 0.589 -3.557
H: 3.699 1.982 -4.594
H: 3.379 4.428 -4.798
H: 1.293 5.466 -3.965
H: -0.458 4.076 -2.946
H: -0.990 2.028 -5.351
H: -2.637 1.580 -7.130
H: -4.564 0.094 -6.693
H: -4.828 -0.954 -4.465
H: -3.181 -0.518 -2.690
Cl: -3.624 -2.621 5.182
C: -2.445 -1.976 4.085
C: -1.178 -1.649 4.535
Cl: -0.756 -1.870 6.202
C: -0.226 -1.133 3.636
Cl: 1.361 -0.676 4.168
C: -0.537 -0.965 2.297
O: 0.257 -0.484 1.362
C: -1.848 -1.297 1.834
O: -2.038 -1.060 0.552
C: -2.778 -1.794 2.729
Cl: -4.366 -2.162 2.137

Output
- total energy (eV) = -90275.445
- net charge = -1
- maximum force (eV/Å) = 0.29

C4H9N3O | the ωB97M-V functional and the def2-TZVPD basis

Geometry (Å):
H: 1.195 -1.870 -0.431
N: 0.296 -2.053 -0.913
C: -0.316 -0.941 -0.779
N: -1.513 -0.695 -1.376
C: 0.264 0.262 -0.111
N: 1.187 1.109 -0.929
C: 0.989 0.107 1.178
C: -0.288 0.961 1.052
O: -1.497 0.353 1.529
H: -2.009 -1.561 -1.628
H: -2.076 0.085 -0.909
H: 1.741 0.534 -1.543
H: 0.745 1.680 -1.712
H: 1.948 0.497 1.349
H: 0.874 -0.870 1.599
H: -0.245 2.048 1.073
H: -1.295 0.358 2.551

Output
- total energy (eV) = -10810.032
- SMILES = [H]/N=C(/N)[C@]1(N)C[C@@H]1O
- maximum force (eV/Å) = 3.85
- energy relative to the best compared isomer or geometry (same formula, charge and spin) (eV) = 2.430

C4H6N2S2 | the ωB97M-V functional and the def2-TZVPD basis

Geometry (Å):
S: 0.399 1.870 -0.585
C: 0.303 0.590 0.690
C: 1.642 -0.033 0.878
N: 2.071 -1.037 0.230
N: 1.268 -1.597 -0.768
C: 0.036 -1.472 -0.692
C: -0.635 -0.587 0.417
S: -2.332 -0.142 0.124
H: 0.987 2.835 0.142
H: -0.024 1.014 1.665
H: 2.318 0.376 1.589
H: -0.600 -1.900 -1.498
H: -0.576 -1.050 1.419
H: -2.629 -1.482 0.068

Output
- total energy (eV) = -28893.665
- SMILES = S[C@@H]1C=NN=C[C@@H]1S
- maximum force (eV/Å) = 2.98
- energy relative to the best compared isomer or geometry (same formula, charge and spin) (eV) = 2.545

C23H23MgN | the ωB97M-V functional and the def2-TZVPD basis

Geometry (Å):
C: -0.427 -0.239 -1.493
C: 2.234 -0.580 -2.961
C: 0.335 0.926 -1.482
H: -0.765 -0.670 -0.559
C: 2.691 0.730 -3.158
H: 2.961 -1.358 -2.697
H: 0.240 1.543 -0.582
H: 3.759 0.938 -3.333
C: 0.365 1.761 -2.782
H: 0.039 2.773 -2.500
H: -0.375 1.399 -3.507
C: -0.357 -1.149 -2.668
H: -1.211 -0.952 -3.350
H: -0.502 -2.189 -2.321
C: 0.943 -1.117 -3.554
H: 0.702 -0.607 -4.502
H: 1.153 -2.169 -3.818
C: 1.730 1.860 -3.492
H: 1.554 1.909 -4.579
H: 2.203 2.820 -3.232
Mg: 2.370 0.387 -1.224
H: -2.576 -0.164 -0.709
C: -4.985 -1.658 1.185
C: -4.171 -2.148 2.218
C: -2.849 -1.728 2.294
C: -2.369 -0.725 1.421
C: -3.062 -0.544 0.202
C: -4.415 -0.911 0.146
C: -1.212 0.056 1.969
C: -1.257 0.445 3.342
C: -0.077 0.634 4.022
C: 1.145 0.573 3.313
C: 2.421 0.417 3.900
C: 3.567 0.410 3.109
C: 3.499 0.723 1.741
C: 2.250 0.914 1.129
C: 1.067 0.623 1.879
N: -0.100 0.296 1.275
H: -6.045 -1.910 1.167
H: -4.561 -2.828 2.974
H: -2.174 -2.134 3.050
H: -5.016 -0.609 -0.711
H: -2.224 0.507 3.836
H: -0.056 0.801 5.098
H: 2.478 0.293 4.985
H: 4.533 0.208 3.570
H: 4.410 0.837 1.150
H: 2.132 1.603 0.239

Output
- total energy (eV) = -31152.661
- maximum force (eV/Å) = 4.54